# 1
Molecular formula: C3H15N2O2
Method: DFT, ωB97M-V/def2-TZVPD

CARTESIAN COORDINATES (ANGSTROEM)
N1 -0.7195 1.0618 1.6638
C1 -1.3367 -0.2233 0.9912
C2 -2.0154 -0.9156 2.1515
C3 -0.2538 -0.9396 0.1069
N2 -0.5352 -0.6338 -1.2534
H1 -1.3358 1.8165 1.3486
H2 0.2641 1.2608 1.4675
H3 -0.9211 1.0700 2.6671
H4 -2.1013 0.2392 0.3320
H5 -1.4153 -1.1174 3.0500
H6 -2.4688 -1.8703 1.8365
H7 -2.8853 -0.4479 2.6350
H8 0.7712 -0.7247 0.4201
H9 -0.2398 -2.0120 0.3973
H10 -1.4544 -0.8704 -1.6288
H11 0.3051 -0.4145 -1.8007
H12 3.5480 -0.5050 -3.0100
H13 3.3228 -2.0335 -2.8221
O1 2.9780 -1.1687 -2.5867
H14 1.5663 3.0810 -0.2588
H15 1.1062 2.2866 -1.4983
O2 0.9747 2.3901 -0.5524

**2S+1**: 2
**HOMO-LUMO gap (spin up / spin down)**: 10.78 / 5.20 eV
**Charge**: +2
**Largest force on an atom**: 0.0429 hartree/bohr
**⟨S²⟩**: 0.755
**HOMO energy (spin up / spin down)**: -17.6 / -17.6 eV

=====

# 2
Molecular formula: C3H15NO3
Method: DFT, ωB97M-V/def2-TZVPD

CARTESIAN COORDINATES (ANGSTROEM)
C1 -2.4737 1.0361 -0.4915
C2 -1.8454 0.4844 0.7973
N1 -0.4733 0.0411 0.6633
C3 -0.3335 -1.2893 0.0847
H1 -2.0430 0.6251 -1.4128
H2 -3.5425 0.8319 -0.5557
H3 -2.3246 2.0941 -0.5987
H4 -1.9096 1.2664 1.5417
H5 -2.4083 -0.4143 1.0841
H6 0.1352 0.6708 0.1613
H7 -0.6581 -2.0392 0.8204
H8 0.7181 -1.4753 -0.1255
H9 -0.8866 -1.4609 -0.8357
H10 2.5168 2.1565 -0.1209
H11 3.4211 0.8822 -0.0457
O1 2.6772 1.2887 -0.4961
H12 1.8793 -1.9593 -3.0982
H13 2.3305 -0.5393 -2.8630
O2 1.5525 -1.1044 -2.7996
H14 0.9525 -0.1718 3.4704
H15 1.1292 -0.3981 1.9884
O3 1.5862 -0.5255 2.8319

**HOMO-LUMO gap**: 9.33 eV
**SMILES string**: CCNC.O.O.O
**Largest force on an atom**: 0.0207 hartree/bohr
**HOMO energy**: -8.7 eV

=====

# 3
Molecular formula: C3H15NO3
Method: DFT, ωB97M-V/def2-TZVPD

CARTESIAN COORDINATES (ANGSTROEM)
C1 -0.4393 -1.6520 -1.1870
C2 -1.5620 -0.7650 -0.6750
N1 -1.0652 0.3907 0.0727
C3 -2.1500 1.2788 0.4518
H1 -0.8636 -2.5050 -1.6994
H2 0.1903 -2.0072 -0.3718
H3 0.1886 -1.0785 -1.8983
H4 -2.2416 -1.3146 -0.0331
H5 -2.1755 -0.4556 -1.5158
H6 -0.4426 0.8903 -0.5263
H7 -2.8078 0.7753 1.1556
H8 -1.7513 2.1625 0.9432
H9 -2.7456 1.5944 -0.3958
H10 2.2299 -0.2491 1.2221
H11 3.6786 -0.7214 0.8582
O1 3.0531 0.0146 0.7560
H12 2.9234 2.3224 -1.4527
H13 2.6204 1.0952 -0.5968
O2 2.2552 1.6611 -1.2950
H14 0.4534 -0.3564 2.8501
H15 -0.0112 -0.3532 1.3449
O3 0.6628 -0.7272 1.9925

**HOMO-LUMO gap**: 10.48 eV
**SMILES string**: CCNC.O.O.O
**Largest force on an atom**: 0.0179 hartree/bohr
**HOMO energy**: -9.6 eV

=====

# 4
Molecular formula: C3H15NO4
Method: DFT, ωB97M-V/def2-TZVPD

CARTESIAN COORDINATES (ANGSTROEM)
C1 1.2332 -2.5263 2.2231
C2 1.0730 -1.2247 1.4714
C3 0.4322 -0.1972 2.0469
N1 1.4091 -1.3105 0.1410
H1 0.2984 -3.0930 2.1655
H2 1.4393 -2.2982 3.2613
H3 2.0382 -3.1531 1.8271
H4 0.1097 0.7103 1.5596
H5 0.2486 -0.2891 3.1069
H6 2.2234 -1.8824 -0.0060
H7 1.2774 -0.4780 -0.4150
H8 -1.4898 3.2352 -0.7967
H9 -1.1345 1.9832 -0.0450
O1 -0.7180 2.7608 -0.4477
H10 0.7639 2.0750 -1.3748
H11 1.1194 1.4638 -2.7242
O2 1.3293 1.4047 -1.7893
H12 -1.7819 0.5482 -3.1011
H13 -2.3626 -0.1666 -1.8366
O3 -1.7528 -0.2564 -2.5770
H14 -1.3273 -0.2619 0.1099
H15 -2.3753 0.3625 1.0042
O4 -2.0805 0.3560 0.0870

**HOMO-LUMO gap**: 8.54 eV
**SMILES string**: C=C(C)N.O.O.O.O
**Largest force on an atom**: 0.0153 hartree/bohr
**HOMO energy**: -8.1 eV

=====

# 5
Molecular formula: C3H15O4S
Method: DFT, ωB97M-V/def2-TZVPD

CARTESIAN COORDINATES (ANGSTROEM)
C1 0.3674 1.1020 1.9518
C2 -1.1424 1.2307 1.7860
C3 -1.8780 -0.0933 1.6314
S1 -1.3846 -1.0700 0.1764
H1 0.6651 0.7579 2.9479
H2 0.8490 2.0654 1.7901
H3 0.8300 0.4302 1.2378
H4 -1.5323 1.7933 2.6410
H5 -1.3097 1.8558 0.9114
H6 -2.9392 0.1384 1.5002
H7 -1.7697 -0.6769 2.5572
H8 1.2915 0.1139 -1.7575
H9 0.5116 -0.7639 -0.8091
O1 1.3888 -0.7204 -1.2744
H10 3.3100 -0.7806 -0.7748
H11 3.7099 -1.6167 0.3999
O2 4.0527 -0.9145 -0.1617
H12 -1.4756 -1.8876 -2.3367
H13 0.0004 -1.7219 -2.6648
O3 -0.8730 -1.7883 -3.0884
H14 -0.9556 0.7326 -2.9849
H15 -1.0551 0.6242 -1.4905
O4 -0.6613 1.1896 -2.1883

**HOMO-LUMO gap**: 7.40 eV
**Charge**: -1
**Largest force on an atom**: 0.0110 hartree/bohr
**HOMO energy**: -3.7 eV

=====

# 6
Molecular formula: C3H15O4S
Method: DFT, ωB97M-V/def2-TZVPD

CARTESIAN COORDINATES (ANGSTROEM)
C1 2.3205 2.2531 -2.3619
C2 1.0377 1.5132 -2.1203
C3 0.6983 1.2140 -0.6546
S1 -1.1122 1.0423 -0.2714
H1 2.3090 3.0415 -1.5497
H2 2.1688 2.7410 -3.3587
H3 3.2146 1.6791 -2.3173
H4 0.2648 1.9962 -2.7583
H5 0.9712 0.5308 -2.6413
H6 1.1951 1.9034 -0.1249
H7 1.1687 0.2213 -0.3700
H8 -1.0749 -1.6037 0.9320
H9 -1.9859 -0.4158 1.0089
O1 -1.7982 -1.1759 1.5017
H10 1.2014 -2.7888 -1.2835
H11 1.0221 -1.4513 -0.4793
O2 0.6230 -2.4316 -0.4779
H12 -0.6874 0.6818 3.2373
H13 -2.0478 0.5264 4.1058
O3 -1.1633 0.8998 3.9855
H14 -2.6549 -2.8033 2.3473
H15 -3.0561 -3.8672 1.4173
O4 -2.6144 -3.7062 2.2331

**HOMO-LUMO gap**: 6.38 eV
**Charge**: -1
**Largest force on an atom**: 0.0961 hartree/bohr
**HOMO energy**: -3.1 eV

=====

# 7
Molecular formula: C3H16N2O3
Method: DFT, ωB97M-V/def2-TZVPD

CARTESIAN COORDINATES (ANGSTROEM)
N1 0.2222 1.0317 1.2385
C1 -0.4069 1.8456 0.2171
C2 -0.4883 1.0842 -1.2020
C3 0.8026 0.9139 -2.1090
N2 1.9992 0.5026 -1.3366
H1 0.7743 1.5512 1.8593
H2 0.8312 0.4204 0.7484
H3 -1.3915 2.0870 0.5478
H4 0.1622 2.7012 -0.0258
H5 -1.3789 1.4119 -1.8102
H6 -0.6646 -0.0707 -0.9750
H7 0.5726 -0.0893 -2.6916
H8 1.0487 1.8496 -2.7373
H9 2.3890 1.1973 -0.6744
H10 2.8054 0.4302 -2.0347
H11 -1.1679 -0.3677 1.7078
H12 -1.6383 0.0016 2.9908
O1 -1.8418 -0.6805 2.3581
H13 2.1435 -2.6959 -0.0393
H14 1.1418 -2.4673 1.0788
O2 2.0987 -2.3166 0.9000
H15 -2.8858 -0.9358 -0.2317
H16 -1.9734 -2.0718 0.2452
O3 -2.2272 -1.5972 -0.5965

**HOMO-LUMO gap**: 10.13 eV
**SMILES string**: NCCCN.O.O.O
**Largest force on an atom**: 0.0573 hartree/bohr
**HOMO energy**: -9.5 eV

=====

# 8
Molecular formula: C3H16N6O5
Method: DFT, ωB97M-V/def2-TZVPD

CARTESIAN COORDINATES (ANGSTROEM)
C1 2.5273 1.1037 1.2288
O1 1.7751 0.1820 0.9237
N1 3.8184 1.1279 1.0942
N2 2.1983 2.2149 1.7787
H1 4.3057 1.9223 1.4836
H2 4.2672 0.2507 0.8725
H3 1.2283 2.4260 1.9646
H4 2.8585 2.9607 1.9459
C2 1.1250 1.4867 -2.9617
O2 1.2294 2.2252 -2.0239
N3 0.6756 0.2301 -2.9424
N4 1.2854 1.8053 -4.1755
H5 0.2733 -0.1142 -2.0824
H6 0.2273 -0.2743 -3.6939
H7 1.5914 2.7521 -4.3489
H8 1.5096 1.0556 -4.8140
C3 -2.8008 -3.3795 2.4579
O3 -2.5307 -4.5532 2.6037
N5 -3.5182 -2.5565 3.2585
N6 -2.5091 -2.7160 1.3511
H9 -3.6381 -1.6194 2.9013
H10 -4.0222 -2.9428 4.0440
H11 -2.6734 -1.7223 1.2756
H12 -1.9100 -3.2654 0.7516
O4 -0.5677 -0.6324 -0.6105
H13 -0.6520 -1.3461 0.0217
H14 0.0442 -0.0204 -0.2013
O5 -2.4222 1.1101 -0.6275
H15 -1.7707 0.4115 -0.5659
H16 -1.9250 1.8778 -0.9097

**HOMO-LUMO gap**: 10.25 eV
**SMILES string**: NC(N)=O.NC(N)=O.NC(N)=O.O.O
**Largest force on an atom**: 0.1381 hartree/bohr
**HOMO energy**: -9.8 eV